ORCA calculation (ωB97M-V/def2-TZVPD) on C47H58F3O7RuS as an isolated structure in a non-equilibrium geometry.

As for the expectation value of S²: 1.1791. As for the multiplicity: 2. The max |F| is 3.5 eV Å⁻¹. The total energy is -85581.0155 eV. The HOMO-LUMO gap (alpha / beta) is 6.47 / 5.57 eV.

Last column: Löwdin charge in e.
Atoms and positions in Å:
Ru (1.6175, 0.9927, 0.0599)  1.3940
C (2.7950, 2.1563, -2.9845)  -0.0393
O (2.1709, 1.0771, -2.3023)  -0.1892
C (0.8818, 0.6908, -2.6305)  -0.2118
C (-0.2120, 1.5417, -2.8500)  -0.1171
C (-0.2421, 3.0145, -2.5117)  -0.0705
C (-0.9894, 3.1620, -1.2089)  -0.1234
C (-2.3534, 3.3534, -1.1885)  0.0150
C (-3.0694, 3.4648, -0.0036)  -0.1616
C (-2.3581, 3.3456, 1.1880)  0.0043
C (-0.9983, 3.1529, 1.2234)  -0.1237
C (-0.2583, 3.0078, 2.5315)  -0.0733
C (-0.2112, 1.5328, 2.8643)  -0.1197
C (-1.4058, 0.9720, 3.3124)  0.0291
C (-1.5822, -0.3865, 3.5136)  -0.1527
C (-0.5113, -1.2169, 3.1872)  0.0229
C (0.7070, -0.7133, 2.7812)  -0.1433
C (1.8803, -1.6322, 2.6069)  -0.0588
C (2.2351, -2.1379, 1.2217)  -0.0841
C (3.2057, -3.1166, 1.1880)  0.0192
C (3.6914, -3.6536, 0.0024)  -0.1371
C (3.2092, -3.1030, -1.1829)  0.0176
C (2.2402, -2.1273, -1.2194)  -0.0826
C (1.8905, -1.6122, -2.6012)  -0.0577
C (0.7112, -0.7018, -2.7753)  -0.1413
C (-0.5003, -1.2078, -3.2117)  0.0329
C (-1.5648, -0.3754, -3.5389)  -0.1545
C (-1.3939, 0.9849, -3.3230)  0.0188
C (-2.8687, -0.8841, -4.1343)  -0.5542
C (-2.8406, -2.3873, -4.4208)  -0.0647
C (-4.0108, -0.5992, -3.1497)  -0.0373
C (-3.1137, -0.1512, -5.4622)  -0.0428
C (1.6596, -1.6442, 0.0030)  -0.3025
O (0.6055, -0.8969, 0.0010)  -0.0837
C (4.7201, -4.7634, -0.0517)  -0.5479
C (5.9556, -4.2291, -0.7899)  -0.0278
C (5.1618, -5.2364, 1.3355)  -0.0589
C (4.1227, -5.9682, -0.7986)  -0.0358
C (0.8899, 0.6859, 2.6667)  -0.2167
O (2.2051, 1.0530, 2.4304)  -0.1827
C (2.7667, 2.2097, 3.0285)  -0.0430
C (-2.8413, -0.9803, 4.1254)  -0.5538
C (-2.4582, -1.5965, 5.4805)  -0.0412
C (-3.9252, 0.0758, 4.3558)  -0.0586
C (-3.4173, -2.0689, 3.2113)  -0.0420
C (-0.2545, 3.0663, 0.0084)  -0.3354
O (1.0408, 3.0611, 0.0126)  -0.1505
C (-4.5557, 3.7567, 0.0439)  -0.5570
C (-5.2733, 2.6257, 0.7922)  -0.0394
C (-5.1654, 3.8841, -1.3531)  -0.0604
C (-4.7467, 5.0883, 0.7824)  -0.0414
H (2.3237, 2.3159, -3.9581)  0.1132
H (3.8418, 1.8615, -3.0973)  0.0840
H (2.7618, 3.0741, -2.3905)  0.0951
H (-0.7700, 3.5552, -3.2996)  0.1297
H (0.7522, 3.4349, -2.3871)  0.0941
H (-2.8587, 3.4348, -2.1364)  0.1009
H (-2.8805, 3.4271, 2.1291)  0.1093
H (-0.8018, 3.5359, 3.3171)  0.1294
H (0.7271, 3.4490, 2.4159)  0.0927
H (-2.2178, 1.6552, 3.4969)  0.1009
H (-0.6066, -2.2862, 3.2935)  0.1205
H (1.7194, -2.5085, 3.2409)  0.1310
H (2.7756, -1.1151, 2.9681)  0.1396
H (3.6074, -3.4525, 2.1315)  0.1193
H (3.6190, -3.4352, -2.1263)  0.1274
H (1.7433, -2.4834, -3.2456)  0.1310
H (2.7844, -1.0809, -2.9475)  0.1354
H (-0.5868, -2.2752, -3.3292)  0.1124
H (-2.2104, 1.6631, -3.5189)  0.1095
H (-2.7332, -2.9609, -3.5037)  0.0842
H (-2.0272, -2.6409, -5.0962)  0.0859
H (-3.7733, -2.6843, -4.8958)  0.0840
H (-3.8141, -1.0928, -2.2004)  0.0901
H (-4.9545, -0.9675, -3.5476)  0.0848
H (-4.1089, 0.4660, -2.9610)  0.0676
H (-2.2825, -0.3310, -6.1413)  0.0915
H (-3.2048, 0.9203, -5.3104)  0.0740
H (-4.0282, -0.5061, -5.9328)  0.0836
H (6.2650, -3.2900, -0.3367)  0.0869
H (5.7404, -4.0439, -1.8382)  0.0814
H (6.7732, -4.9450, -0.7292)  0.0882
H (5.6311, -4.4240, 1.8842)  0.0900
H (5.8920, -6.0371, 1.2254)  0.0863
H (4.3210, -5.6237, 1.9080)  0.0866
H (3.8595, -5.7132, -1.8219)  0.0776
H (3.2229, -6.3159, -0.2929)  0.0904
H (4.8446, -6.7826, -0.8219)  0.0868
H (2.2769, 2.4264, 3.9829)  0.1117
H (2.7111, 3.0762, 2.3631)  0.0913
H (3.8232, 1.9790, 3.1847)  0.0999
H (-2.0535, -0.8323, 6.1404)  0.0898
H (-1.7074, -2.3724, 5.3573)  0.0772
H (-3.3299, -2.0376, 5.9588)  0.0840
H (-3.5783, 0.8441, 5.0431)  0.0854
H (-4.8072, -0.3895, 4.7922)  0.0862
H (-4.2127, 0.5360, 3.4130)  0.0761
H (-2.7323, -2.9043, 3.1014)  0.0747
H (-3.6200, -1.6642, 2.2230)  0.0895
H (-4.3471, -2.4490, 3.6297)  0.0837
H (-5.0758, 1.6714, 0.3078)  0.0880
H (-6.3480, 2.7947, 0.7978)  0.0842
H (-4.9374, 2.5604, 1.8236)  0.0665
H (-5.0681, 2.9518, -1.9046)  0.0762
H (-4.6858, 4.6837, -1.9133)  0.0860
H (-6.2244, 4.1186, -1.2745)  0.0850
H (-4.3532, 5.0374, 1.7935)  0.0749
H (-5.8008, 5.3477, 0.8396)  0.0834
H (-4.2189, 5.8820, 0.2576)  0.0918
F (6.3073, 2.7305, -0.3700)  0.1312
C (6.3830, 1.5359, 0.2167)  -0.6652
F (7.5967, 1.0377, -0.0204)  0.1380
F (6.2694, 1.7267, 1.5343)  0.1195
S (4.9841, 0.4461, -0.3644)  0.5000
O (5.0907, 0.4334, -1.7972)  -0.2836
O (5.1799, -0.8016, 0.3153)  -0.2678
O (3.8857, 1.2693, 0.1587)  -0.3872

***

ORCA calculation (ωB97M-V/def2-TZVPD) on C47H58IKN9OP2 as an isolated structure in a non-equilibrium geometry.

Its charge is -1. For the relative energy (zero: lowest compared OMol25 entry of this formula, charge and spin), the calculation gives 0.0 kJ/mol. As for the multiplicity: 1. The max |F| is 3.8 eV Å⁻¹. The total energy is -108142.7971 eV. The HOMO-LUMO gap is 5.99 eV.

Last column: Löwdin charge in e.
Atoms and positions in Å:
K (-0.3173, -1.8422, -0.8374)  0.2604
C (-3.3094, -4.1536, -3.1057)  -0.1774
C (-2.8874, -2.7996, -3.6274)  -0.5408
C (-3.1449, -2.8091, -5.0972)  -0.1159
P (-3.6346, -1.6136, -2.4691)  0.9032
C (-5.3368, -1.3248, -3.1170)  -0.5021
C (-6.2437, -2.2550, -2.3186)  -0.1273
C (-5.7667, 0.1152, -3.0707)  -0.1030
C (-2.7652, 0.0383, -2.6655)  -0.1570
C (-2.6689, 0.5279, -4.0061)  -0.0658
C (-2.1322, 1.7584, -4.4113)  -0.3129
C (-2.2131, 2.2134, -5.8500)  -0.0593
C (-1.6586, 2.5439, -3.4188)  -0.0483
C (-1.7482, 2.1435, -2.0735)  -0.0737
C (-2.1790, 0.8959, -1.6356)  -0.2894
N (-2.0755, 0.4748, -0.2836)  -0.0315
C (-2.1919, 1.5277, 0.5245)  -0.3879
C (-3.0222, 2.6902, 0.3136)  -0.0223
C (-3.0302, 3.7148, 1.2921)  -0.0710
C (-2.1211, 3.7651, 2.2916)  -0.3103
C (-1.9673, 5.0395, 3.1774)  -0.0426
C (-1.3712, 2.6408, 2.5754)  -0.0958
C (-1.3579, 1.5599, 1.7112)  -0.2809
P (-0.4610, -0.0693, 2.0563)  1.1159
C (0.8123, 0.3467, 3.4350)  -0.5226
C (1.9938, -0.6238, 3.2840)  -0.1413
C (0.2468, 0.3962, 4.8447)  -0.1516
C (-1.7775, -1.1386, 2.9204)  -0.5061
C (-3.2350, -0.7033, 2.6438)  -0.0870
C (-1.4626, -2.5273, 2.3585)  -0.1541
H (-2.5618, -4.8463, -3.5475)  0.0466
H (-4.3216, -4.4198, -3.4957)  0.0794
H (-3.2221, -4.3287, -2.0326)  0.0509
H (-1.8570, -2.7724, -3.3984)  0.0288
H (-4.2704, -3.0080, -5.3057)  0.0996
H (-2.4926, -3.6147, -5.5182)  0.0959
H (-2.8791, -1.9189, -5.6958)  0.0633
H (-5.2469, -1.7669, -4.1043)  0.0809
H (-6.0869, -2.0979, -1.2137)  0.0811
H (-6.0606, -3.3506, -2.5061)  0.0818
H (-7.2611, -1.9821, -2.5290)  0.0551
H (-5.6225, 0.5955, -2.0859)  0.0947
H (-6.8272, 0.1941, -3.4407)  0.0929
H (-5.1378, 0.6447, -3.7573)  0.0434
H (-3.1334, -0.0123, -4.7904)  0.0724
H (-1.3056, 1.9714, -6.4270)  0.0767
H (-2.4385, 3.2633, -5.9015)  0.0591
H (-3.0628, 1.6476, -6.3565)  0.0916
H (-1.2447, 3.5665, -3.6735)  0.1319
H (-1.4416, 2.9058, -1.3845)  0.0831
H (-3.6331, 2.6855, -0.5582)  0.0963
H (-3.6225, 4.5394, 0.9537)  0.0959
H (-1.8236, 4.7819, 4.2057)  0.0589
H (-2.8596, 5.7247, 3.0369)  0.0875
H (-1.1567, 5.5972, 2.7397)  0.0376
H (-0.7215, 2.6912, 3.3870)  0.0735
H (1.1934, 1.3801, 3.2213)  0.0830
H (1.7851, -1.6542, 3.5571)  0.0551
H (2.9490, -0.3175, 3.8165)  0.0930
H (2.3333, -0.6296, 2.2850)  0.0160
H (0.1115, -0.5888, 5.2892)  0.0577
H (-0.6926, 0.9422, 4.9314)  0.0605
H (0.9717, 0.8982, 5.6006)  0.1010
H (-1.4939, -1.1774, 4.0188)  0.0967
H (-3.2854, -0.6811, 1.5928)  0.0163
H (-3.5471, 0.2702, 3.0166)  0.0751
H (-3.8562, -1.4653, 3.1162)  0.0768
H (-1.7037, -2.6513, 1.2758)  0.0441
H (-2.1181, -3.2035, 2.9177)  0.0776
H (-0.4800, -2.8566, 2.5518)  0.0389
C (5.2264, -3.6130, -1.0397)  -0.0590
N (3.9185, -3.4534, -0.4270)  -0.1440
C (2.9916, -2.5274, -0.7591)  -0.2441
N (2.2324, -2.3949, 0.2742)  0.0171
C (2.6745, -3.2578, 1.2418)  -0.1948
N (3.7526, -3.8679, 0.8497)  0.1160
C (6.2306, -2.8656, -0.1127)  -0.1656
C (7.4262, -3.4371, 0.3290)  -0.0437
C (8.2346, -2.7778, 1.2492)  -0.0719
C (7.8676, -1.5474, 1.7863)  -0.0330
C (6.6471, -0.9972, 1.4469)  -0.1278
C (5.8207, -1.6659, 0.4970)  0.0473
C (6.0413, 0.1176, 2.1818)  -0.2964
N (6.3801, 0.4376, 3.3725)  0.1145
N (5.4791, 1.4322, 3.8080)  0.1231
C (4.6473, 1.6080, 2.8029)  -0.2955
O (4.9622, 0.8307, 1.7345)  0.1176
C (3.5901, 2.6030, 2.6144)  -0.1334
C (3.1235, 3.4937, 3.6267)  -0.0306
C (2.0834, 4.3384, 3.4212)  -0.0699
C (1.4458, 4.3696, 2.1794)  -0.0345
C (1.8252, 3.4874, 1.2023)  -0.1653
C (1.0990, 3.4361, -0.1386)  -0.0696
N (1.4458, 2.3531, -1.0307)  -0.1321
C (0.9839, 1.1199, -1.0249)  -0.1785
N (1.7326, 0.3747, -1.8377)  0.0754
C (2.6595, 1.2200, -2.3315)  -0.2130
N (2.5949, 2.4419, -1.7947)  0.1058
C (2.9115, 2.6426, 1.4305)  0.0218
H (5.0993, -3.2309, -2.0633)  0.1325
H (5.4887, -4.6499, -1.1617)  0.1139
H (2.8528, -2.0083, -1.7001)  0.1143
H (2.3181, -3.2663, 2.3053)  0.1145
H (7.7559, -4.3907, -0.1206)  0.1179
H (9.1362, -3.2744, 1.5949)  0.1024
H (8.4912, -1.0221, 2.4831)  0.1077
H (4.7802, -1.3334, 0.4083)  0.1139
H (3.5209, 3.4760, 4.6593)  0.1248
H (1.7111, 4.9089, 4.2580)  0.1086
H (0.6687, 5.0090, 1.9743)  0.0739
H (1.2606, 4.3709, -0.6977)  0.1356
H (-0.0202, 3.4091, 0.0931)  0.1332
H (-0.0197, 0.8554, -0.5565)  0.0814
H (3.4524, 0.9714, -3.0320)  0.1043
H (3.1132, 1.9076, 0.6735)  0.1148
I (0.3339, -4.6183, -2.2304)  -0.2516
C (-3.3848, -2.1817, -0.9089)  -0.3184
H (-3.9806, -3.0218, -0.5171)  0.0148
H (-3.4556, -1.2996, -0.2459)  -0.0271